Formula: C84H105N21
Source: OMol25
Level of theory: ωB97M-V/def2-TZVPD

## Properties
E	-120097.52475	eV
net charge	0
multiplicity	1

```
210
Properties=species:S:1:pos:R:3:mulliken_charge:R:1
N 3.792 -2.538 3.256 0.32
C 3.192 -3.054 2.115 -0.43
C 2.879 -4.386 2.321 -0.40
C 3.289 -4.710 3.720 -1.86
C 3.719 -3.478 4.210 0.46
H 3.989 -1.546 3.383 0.14
H 2.982 -2.493 1.201 0.40
H 2.384 -5.020 1.573 0.48
H 3.172 -5.574 4.341 0.45
H 4.103 -3.269 5.215 0.37
N -4.370 -2.007 0.746 1.01
C -5.095 -0.984 1.265 -0.04
C -6.059 -1.456 2.107 -1.43
C -5.879 -2.865 2.098 -0.85
C -4.835 -3.176 1.288 -0.43
H -3.578 -1.826 0.149 -0.10
H -4.958 0.042 0.884 0.39
H -6.920 -0.901 2.493 0.49
H -6.484 -3.623 2.615 0.38
H -4.408 -4.093 1.037 0.56
N 4.031 0.507 -6.308 0.28
C 3.438 1.631 -6.689 -0.89
C 2.131 1.382 -7.044 -0.58
C 1.924 -0.038 -6.897 -0.36
C 3.121 -0.535 -6.437 -0.86
H 4.916 0.622 -5.850 0.22
H 3.874 2.614 -6.738 0.41
H 1.493 2.042 -7.632 0.68
H 1.013 -0.602 -7.034 0.47
H 3.344 -1.553 -6.281 0.63
N 0.604 2.438 -4.514 1.09
C 1.086 1.934 -3.349 -0.45
C 0.388 2.418 -2.280 1.24
C -0.605 3.280 -2.822 -0.50
C -0.449 3.237 -4.192 -1.62
H 0.861 2.229 -5.445 0.04
H 1.961 1.211 -3.491 -1.22
H 0.517 2.078 -1.234 0.10
H -1.256 3.861 -2.226 0.62
H -1.011 3.733 -4.979 0.44
N -3.091 -0.678 -5.816 0.28
C -2.560 0.235 -4.912 -1.44
C -1.398 -0.191 -4.432 2.48
C -1.122 -1.428 -5.035 -1.53
C -2.218 -1.781 -5.831 -1.38
H -3.911 -0.550 -6.369 0.15
H -3.066 1.139 -4.784 0.87
H -0.771 0.385 -3.815 -0.73
H -0.221 -1.980 -4.858 1.03
H -2.517 -2.647 -6.393 0.49
N -6.163 1.160 -1.387 0.14
C -5.131 2.033 -1.680 -2.28
C -4.088 1.276 -2.168 0.82
C -4.470 -0.064 -2.162 0.43
C -5.805 -0.092 -1.748 -1.72
H -7.156 1.432 -1.226 0.29
H -5.260 3.049 -1.422 0.80
H -3.067 1.590 -2.366 0.59
H -3.940 -0.949 -2.445 0.51
H -6.402 -0.954 -1.568 0.52
N 3.673 -5.321 -3.335 0.16
C 3.117 -5.172 -2.109 -0.93
C 1.905 -4.583 -2.255 -0.12
C 1.621 -4.565 -3.664 -0.31
C 2.728 -5.031 -4.288 -1.13
H 4.549 -5.803 -3.462 0.24
H 3.666 -5.473 -1.230 0.49
H 1.263 -4.286 -1.450 0.55
H 0.665 -4.319 -4.112 0.57
H 2.954 -5.136 -5.322 0.43
N 2.234 5.212 -2.558 0.22
C 3.277 5.706 -3.253 -0.45
C 4.049 6.501 -2.475 -0.68
C 3.394 6.574 -1.222 -0.70
C 2.304 5.731 -1.273 -0.24
H 1.501 4.657 -2.924 0.39
H 3.450 5.378 -4.256 0.41
H 4.930 7.003 -2.793 0.45
H 3.727 7.060 -0.330 0.43
H 1.780 5.377 -0.393 0.26
N 1.301 -1.662 7.573 0.38
C 1.998 -0.931 8.511 -0.35
C 2.746 -1.847 9.200 -0.62
C 2.596 -3.134 8.560 -0.54
C 1.705 -2.983 7.546 -0.51
H 0.784 -1.141 6.853 -0.09
H 1.896 0.152 8.620 0.37
H 3.435 -1.594 9.973 0.46
H 3.189 -3.994 8.848 0.42
H 1.452 -3.669 6.724 0.38
N 1.226 1.747 1.223 1.72
C 0.793 2.968 1.599 -0.18
C 1.918 3.710 1.913 -0.80
C 3.039 2.876 1.746 -1.36
C 2.610 1.694 1.310 -0.62
H 0.535 1.019 1.010 -0.23
H -0.249 3.235 1.712 -0.17
H 1.957 4.745 2.253 0.49
H 4.052 3.103 1.796 0.65
H 3.064 0.722 1.168 0.57
N -5.047 6.512 -2.795 -0.03
C -3.773 7.035 -2.814 -0.69
C -2.907 6.082 -3.312 -1.04
C -3.721 4.903 -3.660 0.87
C -5.015 5.209 -3.272 -1.14
H -5.854 7.072 -2.547 0.22
H -3.490 8.030 -2.554 0.42
H -1.896 6.291 -3.479 0.56
H -3.465 3.980 -4.146 0.18
H -5.907 4.704 -3.457 0.65
N -2.449 2.651 3.872 0.29
C -2.963 2.312 2.669 -0.64
C -3.009 3.436 1.875 -0.42
C -2.529 4.527 2.733 -1.09
C -2.233 4.000 3.940 -0.47
H -2.595 2.094 4.743 0.06
H -3.247 1.300 2.443 0.62
H -3.304 3.413 0.841 0.71
H -2.420 5.612 2.567 0.37
H -1.863 4.427 4.842 0.49
N -5.703 0.796 -5.420 0.10
C -5.382 1.863 -6.239 -0.07
C -5.846 1.697 -7.487 -0.72
C -6.503 0.397 -7.433 -0.58
C -6.418 -0.062 -6.158 -0.54
H -5.530 0.796 -4.422 0.26
H -4.975 2.760 -5.811 0.20
H -5.775 2.368 -8.320 0.49
H -6.979 -0.161 -8.235 0.39
H -6.875 -0.989 -5.737 0.34
N -0.162 -1.336 1.058 2.72
C 0.444 -1.351 -0.166 -0.76
C -0.257 -0.547 -1.011 1.10
C -1.396 -0.005 -0.262 -0.15
C -1.248 -0.522 1.010 -0.95
H 0.045 -1.918 1.824 -0.61
H 1.407 -1.806 -0.237 -0.02
H -0.049 -0.317 -2.103 -0.65
H -2.100 0.726 -0.588 0.21
H -1.775 -0.332 1.973 -0.96
N -1.764 -3.689 -0.342 1.46
C -2.134 -3.888 -1.648 -0.82
C -2.708 -5.107 -1.756 -0.84
C -2.635 -5.736 -0.430 -0.73
C -2.105 -4.783 0.386 -0.99
H -1.611 -2.766 0.040 -0.35
H -1.818 -3.202 -2.387 0.92
H -2.982 -5.389 -2.773 0.40
H -3.100 -6.670 -0.205 0.48
H -1.933 -4.790 1.452 0.36
N 3.814 -1.669 -2.072 1.19
C 3.558 -0.467 -2.623 -0.86
C 4.223 0.486 -1.881 0.25
C 4.902 -0.171 -0.795 -1.99
C 4.601 -1.489 -0.978 -0.37
H 3.422 -2.494 -2.468 -0.42
H 2.953 -0.377 -3.537 0.12
H 4.129 1.549 -2.014 0.73
H 5.551 0.185 -0.073 0.76
H 4.852 -2.364 -0.414 0.62
N 6.253 -0.771 5.364 0.05
C 5.317 -1.073 6.285 -0.97
C 4.144 -0.590 5.854 0.39
C 4.389 0.188 4.658 -1.13
C 5.702 0.018 4.387 -0.22
H 7.238 -0.715 5.490 0.25
H 5.629 -1.537 7.200 0.52
H 3.137 -0.708 6.260 0.56
H 3.660 0.819 4.155 0.19
H 6.274 0.375 3.545 0.45
N 1.266 2.050 4.850 0.57
C 0.850 2.917 5.816 -0.90
C 0.107 2.293 6.734 -1.52
C -0.007 0.912 6.275 -0.02
C 0.790 0.800 5.189 -0.53
H 1.788 2.206 4.005 0.03
H 1.139 3.951 5.786 0.54
H -0.280 2.671 7.656 0.52
H -0.702 0.227 6.729 0.87
H 1.071 0.008 4.488 0.47
N 6.303 -1.127 -3.780 0.13
C 6.244 -2.229 -4.610 -0.59
C 6.641 -1.881 -5.835 -0.32
C 6.974 -0.493 -5.805 -0.73
C 6.818 -0.063 -4.511 -0.42
H 6.008 -1.047 -2.827 0.44
H 5.951 -3.202 -4.273 0.42
H 6.632 -2.525 -6.695 0.45
H 7.326 0.032 -6.712 0.36
H 6.994 0.853 -3.974 0.40
N 0.113 -3.773 4.135 0.66
C 0.190 -2.437 4.336 -1.71
C -1.110 -1.875 4.306 0.99
C -1.986 -3.007 4.062 -0.89
C -1.217 -4.127 3.972 -2.37
H 0.822 -4.494 4.191 0.29
H 1.162 -2.016 4.450 0.77
H -1.356 -0.828 4.354 0.90
H -3.059 -3.013 3.937 0.64
H -1.439 -5.168 3.813 0.68
N -3.491 -1.587 6.383 0.13
C -3.318 -0.978 7.595 -0.87
C -3.832 0.289 7.538 -0.32
C -4.468 0.390 6.266 -0.46
C -4.254 -0.796 5.593 -0.61
H -3.059 -2.453 6.100 0.37
H -2.918 -1.463 8.462 0.45
H -3.912 1.027 8.318 0.48
H -5.125 1.232 6.050 0.46
H -4.628 -1.133 4.641 0.49
```

***

Formula: C84H168N8O28
Source: OMol25
Level of theory: ωB97M-V/def2-TZVPD

## Properties
E	-159067.89281	eV
net charge	0
multiplicity	1

```
288
Properties=species:S:1:pos:R:3:mulliken_charge:R:1
C -2.013 4.348 -2.042 0.23
C -1.023 4.696 -3.118 0.56
O -0.069 5.443 -2.458 -0.34
C -0.589 5.882 -1.308 0.58
O -0.057 6.738 -0.613 -0.59
O -1.846 5.401 -1.114 -0.34
H -1.879 3.404 -1.513 -0.22
H -3.001 4.351 -2.502 0.51
H -1.578 5.248 -3.876 0.42
H -0.655 3.810 -3.635 -0.46
C 0.601 -7.649 0.173 -0.35
C 0.093 -6.282 -0.372 -0.66
O 0.791 -5.207 0.147 0.34
C 1.716 -5.757 0.985 0.23
O 2.553 -5.086 1.576 -0.49
O 1.572 -7.119 1.035 -0.45
H 1.046 -8.106 -0.711 0.30
H -0.186 -8.275 0.593 0.32
H -0.945 -6.235 -0.041 0.39
H 0.204 -6.281 -1.456 0.37
C 4.846 -4.810 -1.406 0.23
C 3.603 -3.924 -1.483 0.92
O 2.699 -4.560 -2.291 -0.28
C 3.042 -5.835 -2.414 0.39
O 2.253 -6.716 -2.738 -0.63
O 4.297 -5.973 -1.956 -0.39
H 5.177 -4.913 -0.373 0.06
H 5.734 -4.473 -1.941 0.30
H 3.859 -2.963 -1.928 -0.15
H 3.189 -3.853 -0.477 -0.68
C 4.011 0.219 -5.524 -0.16
C 5.113 -0.817 -5.707 -0.42
O 5.609 -0.910 -4.370 -0.38
C 4.904 -0.241 -3.448 0.39
O 5.060 -0.166 -2.230 -0.25
O 3.829 0.343 -4.099 -0.09
H 3.040 -0.049 -5.939 0.00
H 4.353 1.206 -5.838 0.25
H 5.796 -0.362 -6.424 0.31
H 4.531 -1.702 -5.963 0.37
C -6.330 -0.317 1.863 0.98
C -7.569 -1.054 2.373 0.13
O -8.507 -0.736 1.430 -0.36
C -8.058 0.065 0.496 0.51
O -8.760 0.567 -0.360 -0.60
O -6.720 0.330 0.665 -0.32
H -5.592 -1.088 1.642 -0.41
H -5.875 0.397 2.550 -0.14
H -7.987 -0.588 3.265 0.27
H -7.373 -2.121 2.479 -0.04
C 2.130 -1.898 4.291 0.86
C 1.092 -1.451 5.260 -0.69
O -0.116 -2.091 5.047 -0.27
C 0.053 -2.977 4.091 0.46
O -0.710 -3.810 3.707 -0.34
O 1.391 -2.942 3.665 -0.39
H 2.964 -2.339 4.837 0.82
H 2.449 -1.030 3.714 -0.75
H 0.843 -0.403 5.092 0.10
H 1.559 -1.557 6.240 0.33
C 5.542 6.895 -2.119 -1.74
C 4.878 5.844 -1.098 1.08
C 4.162 4.654 -1.878 -0.80
C 5.079 3.505 -2.396 -0.31
C 5.913 3.003 -1.196 -0.40
C 6.678 4.164 -0.370 1.62
N 5.760 5.257 -0.085 1.35
O 6.300 6.141 0.827 -0.56
C 7.129 3.445 0.938 -1.80
C 7.913 4.645 -1.123 -1.96
C 3.776 6.674 -0.271 -1.75
H 6.118 6.342 -2.862 0.34
H 6.240 7.534 -1.578 0.37
H 4.790 7.552 -2.556 0.44
H 3.446 4.152 -1.226 -0.28
H 3.546 5.099 -2.659 0.82
H 5.741 3.832 -3.198 0.64
H 4.446 2.658 -2.659 -0.39
H 6.666 2.298 -1.549 0.55
H 5.287 2.621 -0.389 -0.61
H 6.306 2.948 1.452 -0.04
H 7.824 2.664 0.630 0.35
H 7.703 4.027 1.659 0.60
H 8.828 4.057 -1.054 0.40
H 7.653 4.767 -2.175 0.36
H 8.265 5.637 -0.840 0.38
H 3.171 7.219 -0.995 0.47
H 4.263 7.397 0.384 0.50
H 3.082 6.097 0.341 0.02
H 5.922 5.827 1.652 0.32
C -3.037 2.109 -9.054 -2.10
C -2.186 1.283 -8.148 1.85
C -0.808 1.989 -7.976 -1.70
C 0.147 1.381 -6.944 -0.98
C -0.552 1.384 -5.530 -0.02
C -1.979 0.790 -5.584 2.48
N -2.780 1.127 -6.810 0.16
O -4.073 0.543 -6.888 -0.45
C -1.795 -0.774 -5.383 -1.05
C -2.681 1.422 -4.289 -1.47
C -1.853 -0.089 -8.812 -1.76
H -3.206 3.124 -8.694 0.41
H -4.029 1.668 -9.150 0.37
H -2.619 2.141 -10.060 0.40
H -0.243 2.189 -8.886 0.50
H -0.973 2.985 -7.567 0.39
H 1.047 1.995 -6.973 0.59
H 0.478 0.427 -7.355 0.34
H -0.483 2.371 -5.073 0.09
H 0.101 0.719 -4.965 -0.66
H -1.051 -1.131 -6.095 0.36
H -1.452 -1.061 -4.389 -0.02
H -2.685 -1.392 -5.502 -0.10
H -3.647 0.954 -4.097 0.15
H -2.040 1.208 -3.434 -0.01
H -2.712 2.508 -4.372 0.43
H -1.291 -0.766 -8.170 0.32
H -1.271 0.029 -9.726 0.40
H -2.737 -0.631 -9.150 0.47
H -3.808 -0.344 -7.143 0.37
C -6.406 -1.681 -2.172 -2.23
C -5.745 -2.688 -3.116 2.21
C -4.389 -2.874 -2.489 -0.02
C -3.573 -3.913 -3.122 0.21
C -4.297 -5.234 -3.182 -1.78
C -5.782 -5.127 -3.666 1.79
N -6.442 -3.950 -3.216 1.13
O -7.806 -3.912 -3.400 -0.55
C -5.780 -5.158 -5.261 -1.90
C -6.542 -6.348 -3.146 -2.07
C -5.557 -1.951 -4.498 -1.88
H -6.548 -1.928 -1.120 0.27
H -7.428 -1.498 -2.504 0.60
H -5.860 -0.741 -2.083 0.35
H -3.737 -2.000 -2.484 0.36
H -4.521 -3.135 -1.439 -0.90
H -2.718 -4.079 -2.467 -0.14
H -3.112 -3.583 -4.053 0.11
H -4.065 -5.930 -2.376 0.39
H -3.789 -5.812 -3.954 0.49
H -6.747 -4.789 -5.603 0.36
H -4.963 -4.645 -5.768 0.29
H -5.726 -6.220 -5.499 0.53
H -6.120 -7.283 -3.515 0.47
H -6.537 -6.465 -2.062 0.33
H -7.579 -6.480 -3.454 0.40
H -5.204 -0.921 -4.444 0.34
H -6.491 -1.951 -5.059 0.43
H -4.872 -2.466 -5.171 0.13
H -8.139 -4.172 -2.538 0.32
C 2.410 0.719 0.145 -0.94
C 1.126 0.541 -0.755 2.73
C 1.195 -0.829 -1.358 0.09
C 0.630 -2.038 -0.639 -0.07
C -0.726 -1.726 -0.067 -0.75
C -0.892 -0.247 0.638 2.72
N -0.195 0.775 -0.131 0.20
O -0.307 2.050 0.342 1.63
C -2.395 0.129 0.652 -1.12
C -0.360 -0.395 2.105 -0.22
C 1.236 1.579 -1.917 -0.99
H 3.381 0.592 -0.334 -0.25
H 2.354 0.041 0.997 -0.20
H 2.475 1.687 0.642 0.17
H 0.705 -0.725 -2.325 -0.18
H 2.209 -1.153 -1.593 -0.61
H 1.431 -2.286 0.058 -0.99
H 0.577 -2.889 -1.317 0.95
H -0.866 -2.621 0.538 0.25
H -1.504 -1.818 -0.824 -0.24
H -2.623 0.614 -0.298 0.32
H -3.038 -0.729 0.851 0.21
H -2.527 0.778 1.517 -0.70
H 0.588 -0.934 2.084 -0.74
H -0.211 0.556 2.616 -0.56
H -1.068 -0.912 2.753 0.19
H 1.226 2.625 -1.610 0.23
H 0.397 1.521 -2.610 0.04
H 2.218 1.555 -2.389 -0.54
H 0.231 2.020 1.137 -0.68
C -4.591 7.021 5.267 -1.90
C -4.400 6.361 3.862 2.00
C -3.078 7.016 3.330 -1.70
C -2.416 6.237 2.285 -0.60
C -2.159 4.766 2.695 -0.72
C -3.448 4.041 3.149 2.62
N -4.170 4.940 4.110 0.15
O -5.327 4.306 4.422 -0.50
C -4.220 3.611 1.867 -1.82
C -2.935 2.768 3.863 -1.85
C -5.473 6.543 2.815 -1.75
H -4.846 8.074 5.151 0.41
H -3.677 6.979 5.859 0.39
H -5.341 6.478 5.843 0.41
H -3.233 8.003 2.894 0.53
H -2.359 7.313 4.093 0.35
H -1.504 6.715 1.926 0.51
H -3.158 6.289 1.489 0.08
H -1.310 4.599 3.359 0.50
H -1.793 4.182 1.850 -0.45
H -3.599 2.913 1.305 0.10
H -5.228 3.257 2.082 0.66
H -4.418 4.381 1.121 0.28
H -2.098 2.282 3.362 -0.08
H -2.442 3.007 4.805 0.51
H -3.757 2.053 3.885 0.38
H -5.362 7.356 2.098 0.34
H -6.364 6.959 3.287 0.49
H -5.721 5.681 2.196 0.22
H -5.246 4.136 5.363 0.38
C -3.509 -5.718 2.957 -1.57
C -4.810 -4.856 2.873 2.20
C -6.004 -5.677 3.409 -1.34
C -6.144 -5.716 4.961 -0.82
C -6.276 -4.260 5.482 -1.14
C -5.006 -3.466 5.022 1.10
N -4.888 -3.587 3.548 -0.08
O -4.029 -2.611 3.008 1.21
C -5.392 -1.959 5.317 -1.78
C -3.721 -3.815 5.830 -1.63
C -5.089 -4.606 1.329 -2.14
H -3.031 -5.724 3.936 0.32
H -2.717 -5.288 2.343 0.07
H -3.500 -6.777 2.700 0.39
H -7.027 -5.476 3.091 0.34
H -5.831 -6.731 3.192 0.50
H -5.271 -6.142 5.456 0.38
H -7.003 -6.331 5.227 0.41
H -6.119 -4.248 6.561 0.48
H -7.232 -3.814 5.208 0.29
H -5.350 -1.724 6.380 0.50
H -4.809 -1.186 4.816 0.23
H -6.409 -1.658 5.067 0.33
H -2.789 -3.351 5.506 0.21
H -3.869 -3.687 6.902 0.54
H -3.560 -4.893 5.813 0.38
H -5.375 -5.538 0.840 0.64
H -4.297 -4.125 0.755 0.03
H -5.807 -3.799 1.186 0.21
H -3.172 -2.837 3.377 -0.32
C 7.421 2.509 4.364 -0.15
O 6.437 2.184 5.318 -0.44
C 6.116 0.781 5.245 -0.89
C 5.038 0.493 4.129 0.75
N 3.967 1.413 4.450 -0.18
C 3.360 1.994 3.350 0.90
C 1.923 2.510 3.687 -1.36
O 1.191 3.031 2.572 0.62
C 1.568 4.344 2.102 -1.11
H 8.384 2.109 4.682 0.37
H 7.528 3.594 4.345 0.23
H 7.140 2.167 3.368 -0.16
H 5.743 0.548 6.243 0.39
H 6.925 0.052 5.194 0.34
H 4.596 -0.502 4.160 -0.35
H 5.515 0.625 3.157 -0.40
H 4.436 2.152 4.954 0.59
H 3.326 1.176 2.631 -0.75
H 3.981 2.792 2.944 0.21
H 1.928 3.314 4.422 0.49
H 1.264 1.762 4.127 -0.08
H 1.323 5.064 2.882 0.41
H 0.888 4.640 1.302 0.40
H 2.643 4.485 1.995 0.06
C 4.817 -3.231 2.073 0.26
O 5.663 -2.104 1.891 0.01
C 6.262 -2.000 0.597 0.67
C 6.946 -0.621 0.391 -0.57
N 8.013 -0.326 1.398 0.13
C 9.195 -1.190 1.333 -0.34
C 9.828 -1.161 2.748 -0.88
O 8.912 -1.436 3.889 -0.21
C 8.692 -2.833 4.219 -0.71
H 4.085 -3.287 1.267 -0.64
H 4.249 -3.073 2.990 -0.03
H 5.392 -4.155 2.022 0.49
H 5.602 -1.996 -0.271 -0.67
H 6.770 -2.945 0.405 0.49
H 6.185 0.153 0.490 -0.52
H 7.303 -0.665 -0.638 0.51
H 7.569 -0.644 2.248 -0.01
H 9.994 -0.977 0.624 0.45
H 8.823 -2.212 1.253 0.18
H 10.266 -0.194 2.994 0.29
H 10.667 -1.856 2.755 0.46
H 9.628 -3.377 4.351 0.34
H 8.085 -3.351 3.477 0.23
H 8.145 -2.861 5.162 0.24
```

***

> multiplicity of number 2 (C84H168N8O28)?

1

***

> The highest E belongs to which entry?

C84H105N21